No. 1
11
Properties=species:S:1:pos:R:3 method="wB97M-V/def2-TZVPD" energy_ev=-7196.3286 e_homo_ev=-9.20 charge=0
H 2.7485 -0.6633 -0.0490
N 1.9265 -0.0852 -0.0735
C 0.8372 -0.8037 0.0037
N -0.3513 -0.2222 -0.3760
C -0.5318 1.1675 0.0300
O -1.5326 -0.9902 0.1092
H 0.8131 -1.9300 0.3793
H 0.3676 1.8112 -0.0467
H -1.4806 1.6220 -0.4578
H -0.6851 1.0565 1.1589
H -2.1115 -0.9625 -0.6780

No. 2
118
Properties=species:S:1:pos:R:3 method="wB97M-V/def2-TZVPD" energy_ev=-93398.0484 e_homo_ev=-7.21 charge=0
C 3.4334 -2.6330 3.1446
C 3.1763 -1.4562 2.5219
C 1.9206 -1.0980 1.7017
S 0.5003 -1.6878 2.7328
O 1.9615 0.3180 1.6325
C 1.3591 0.9664 0.5334
P -0.4508 0.6463 0.3072
P -0.5810 0.5767 -1.8482
O 0.4344 1.4502 -2.4680
O -2.0921 0.9677 -2.2163
O -0.3406 -0.9422 -2.2889
C 1.9811 -1.8041 0.3263
C 1.4572 -3.2530 0.2913
C -0.0555 -3.3170 -0.0280
C -0.4149 -4.2526 -1.1788
C -1.9172 -4.2721 -1.4247
O -2.2855 -3.3339 -2.4407
C -3.3866 -2.5283 -2.0739
O 3.3724 -1.8292 -0.0243
C 3.6363 -1.6796 -1.4131
C 4.9136 -2.4582 -1.6763
O 4.6947 -3.7979 -1.2778
C 5.8776 -4.5557 -1.3101
C 3.8229 -0.1916 -1.7607
O 5.1126 0.0687 -2.3082
C 5.6102 1.3361 -1.9334
H 3.4719 -3.5514 2.5645
H 3.6538 -2.7316 4.2026
H 3.9004 -0.6425 2.5449
H -0.0859 -0.5093 2.9454
H 1.8425 0.7306 -0.4112
H 1.4943 2.0384 0.6631
H -1.1324 1.8334 0.6213
H -2.4713 0.3450 -2.8434
H -0.9423 -1.3168 -2.9407
H 1.4165 -1.2925 -0.4549
H 1.9983 -3.7284 -0.5272
H 1.6377 -3.7822 1.2235
H -0.5723 -3.6840 0.8601
H -0.4734 -2.3227 -0.1989
H 0.1041 -3.9883 -2.1023
H -0.1106 -5.2675 -0.9068
H -2.4410 -3.9931 -0.5051
H -2.2744 -5.2694 -1.6971
H -3.1551 -1.8894 -1.2153
H -3.6469 -1.9153 -2.9350
H -4.2643 -3.1274 -1.8173
H 2.8387 -2.1270 -2.0143
H 5.7127 -2.0346 -1.0600
H 5.1909 -2.4029 -2.7323
H 6.7151 -4.0042 -0.8679
H 5.7131 -5.4728 -0.7495
H 6.1575 -4.7923 -2.3438
H 3.0835 0.1398 -2.4977
H 3.6930 0.3970 -0.8527
H 6.3744 1.6225 -2.6535
H 4.8237 2.0953 -1.9494
H 6.0579 1.2862 -0.9364
C -0.0615 4.0006 -3.9481
C 0.8323 5.1686 -4.2603
C 1.6788 5.0596 -5.5078
O 0.8844 6.1502 -3.5522
H -0.6098 4.1993 -3.0301
H -0.7715 3.8448 -4.7638
H 0.5325 3.0969 -3.8054
H 1.0397 4.9411 -6.3842
H 2.3385 4.1936 -5.4356
H 2.2788 5.9594 -5.6215
C -6.9936 1.6981 -2.9265
C -5.9704 1.0824 -1.9995
C -4.9957 2.0159 -1.3301
O -5.9386 -0.1119 -1.8059
H -7.6278 0.9145 -3.3348
H -7.6165 2.4098 -2.3822
H -6.4929 2.2148 -3.7467
H -5.5294 2.7385 -0.7094
H -4.4089 2.5419 -2.0850
H -4.3243 1.4410 -0.6980
C -8.4759 2.1508 0.8690
C -7.7067 2.7728 2.0111
C -8.5106 3.2264 3.2052
O -6.5051 2.9000 1.9690
H -7.7804 1.8701 0.0823
H -8.9996 1.2587 1.2142
H -9.1961 2.8678 0.4716
H -9.0433 2.3801 3.6416
H -9.2388 3.9802 2.9021
H -7.8442 3.6526 3.9511
C 2.2542 5.8293 2.4274
C 1.7515 5.2960 1.1073
C 1.4203 6.3069 0.0403
O 1.6228 4.1072 0.9202
H 2.4549 5.0012 3.1031
H 3.1724 6.3986 2.2747
H 1.5057 6.4853 2.8745
H 2.3057 6.8958 -0.2045
H 0.6402 6.9823 0.3964
H 1.0715 5.8060 -0.8592
C -4.4600 1.6468 4.0302
C -3.1180 1.1641 3.5361
C -1.9754 2.1535 3.5776
O -2.9573 0.0398 3.1248
H -5.1859 0.8418 3.9465
H -4.3845 1.9566 5.0743
H -4.7993 2.4953 3.4330
H -1.7951 2.4758 4.6043
H -2.2096 3.0252 2.9638
H -1.0760 1.6755 3.1949
C 6.1182 -5.9009 3.1039
C 4.7421 -6.4837 3.3278
C 4.6585 -7.9790 3.5267
O 3.7585 -5.7843 3.3455
H 6.0385 -4.8236 2.9756
H 6.7599 -6.1141 3.9605
H 6.5697 -6.3366 2.2108
H 5.2423 -8.2748 4.3998
H 5.0521 -8.4965 2.6503
H 3.6208 -8.2669 3.6758

No. 3
18
Properties=species:S:1:pos:R:3 method="wB97M-V/def2-TZVPD" energy_ev=-17465.9222 e_homo_ev=-9.34 charge=0
C -1.9912 -0.1972 -0.1705
C -0.7912 -0.8999 -0.4850
C 0.1236 0.0325 0.0174
C -0.6311 -2.2356 -1.1458
C 0.0535 2.3297 1.0470
C 2.1015 -0.0855 0.0567
N -1.7563 0.9721 0.4066
N -0.4951 1.0883 0.5941
F 2.4020 -0.8093 1.1422
F 2.4916 -0.8129 -1.0480
F 2.7080 1.0783 0.1486
H -2.9833 -0.6366 -0.3284
H 0.3308 -2.2832 -1.5434
H -0.8105 -3.0705 -0.3875
H -1.3093 -2.4946 -1.9392
H -0.5463 3.1449 0.6275
H -0.0248 2.4842 2.1215
H 1.1280 2.3952 0.8861

No. 4
5
Properties=species:S:1:pos:R:3 method="wB97M-V/def2-TZVPD" energy_ev=-87294.0766 e_homo_ev=-9.36 charge=0
C 0.0928 -0.0611 0.0585
Br 0.6528 -1.8308 -0.0856
I 1.4685 1.5172 0.4940
I -1.0710 0.6339 -1.5619
H -1.1432 -0.2592 1.0950

No. 5
29
Properties=species:S:1:pos:R:3 method="wB97M-V/def2-TZVPD" energy_ev=-54838.5707 e_homo_ev=-16.36 charge=+2
Ir -1.2427 0.4653 0.4598
I -1.4981 0.7127 3.0352
C -2.3769 2.6295 2.7096
I -2.6759 2.6894 0.5925
H -1.6783 3.4048 3.0021
H -3.3297 2.6921 3.2242
C 3.2518 1.9075 0.0496
N 2.5855 0.5932 -0.0310
C 3.2504 -0.5593 -0.3692
C 2.6182 -1.7461 -0.4587
C 1.2145 -1.8066 -0.1941
N 0.5872 -0.6608 0.1422
C 1.2729 0.5008 0.2145
O 0.5397 1.4938 0.5352
N 0.5380 -2.9316 -0.2582
H 4.3088 1.7626 -0.1489
H 3.1191 2.3222 1.0452
H 2.8257 2.5782 -0.6922
H 4.3084 -0.4499 -0.5615
H 3.1620 -2.6385 -0.7290
H 0.9982 -3.7914 -0.5128
H -0.4642 -2.9454 -0.1369
F -2.8403 -1.2766 -3.2857
Te -3.1674 -0.9311 -1.5293
F -1.5027 0.2421 -1.6249
F -4.1250 0.5393 -2.0714
F -4.6243 -2.0069 -1.4428
F -1.9875 -2.3448 -1.2079
O -3.0680 -0.4447 0.2442

No. 6
9
Properties=species:S:1:pos:R:3 method="wB97M-V/def2-TZVPD" energy_ev=-11222.7975 e_homo_ev=-10.00 charge=0
C -0.6157 0.3936 1.3480
C 0.6535 -0.2541 -1.1119
N -1.1485 1.1719 0.6471
N 1.2140 -1.2306 -0.7232
O 0.2655 0.5940 -1.8478
O -1.7861 2.0762 -0.1336
O 1.4853 -1.8839 0.4372
H -1.1204 2.3650 -0.7099
H 0.9876 -1.5937 1.2746

No. 7
16
Properties=species:S:1:pos:R:3 method="wB97M-V/def2-TZVPD" energy_ev=-8865.2681 e_homo_ev=-9.23 charge=0
C -0.6954 -0.4346 -2.0175
C -1.3712 0.2330 0.8476
O -1.5148 -1.0380 1.0877
C 0.0833 0.7042 1.0531
C 1.2593 -0.2872 1.0309
C 0.3715 1.8429 0.1702
N 0.6597 2.7164 -0.5308
H 0.0894 0.2426 -2.3646
H -1.2630 -0.8195 -2.8657
H -0.2534 -1.2790 -1.4759
H -1.3815 0.1160 -1.3656
H -0.6831 -1.5330 1.2570
H -0.0144 1.1286 2.0670
H 2.1572 0.1984 1.4209
H 1.4741 -0.6290 0.0143
H 1.0821 -1.1616 1.6714